No. 1
15 unconnected molecules or ions with the total composition C60H120O30S9 at a distorted geometry, computed with ωB97M-V with the def2-TZVPD basis set.

ORCA input file:
```
! RIJCOSX wB97M-V def2-TZVPD def2/J DEFGRID3
* xyz 0 1
C 12.64 -23.64 2.36
C 12.47 -23.64 0.76
C 12.83 -25.06 0.27
S 12.04 -26.08 1.51
O 12.86 -27.16 2.02
O 10.78 -26.48 0.92
C 11.78 -24.79 2.80
H 12.30 -22.70 2.77
H 13.71 -23.80 2.63
H 13.08 -22.88 0.21
H 11.43 -23.43 0.49
H 13.90 -25.16 0.31
H 12.43 -25.27 -0.71
H 11.89 -25.24 3.77
H 10.70 -24.58 2.65
C 10.61 -27.69 -2.71
C 10.85 -28.73 -3.87
C 10.92 -30.18 -3.44
S 10.99 -30.08 -1.63
O 12.35 -29.80 -1.33
O 10.39 -31.21 -1.00
C 10.14 -28.50 -1.49
H 9.89 -26.89 -2.94
H 11.55 -27.18 -2.44
H 11.74 -28.54 -4.42
H 10.09 -28.57 -4.58
H 11.87 -30.62 -3.71
H 10.07 -30.81 -3.74
H 10.46 -28.15 -0.49
H 9.07 -28.68 -1.51
C 5.06 -25.28 -5.22
C 5.17 -25.78 -6.66
C 5.93 -27.10 -6.67
S 7.19 -26.86 -5.36
O 8.36 -26.27 -5.98
O 7.45 -28.03 -4.56
C 6.33 -25.60 -4.46
H 4.16 -25.75 -4.76
H 4.92 -24.21 -5.24
H 5.69 -25.07 -7.31
H 4.17 -25.89 -7.08
H 6.58 -27.35 -7.52
H 5.32 -27.93 -6.25
H 7.08 -24.82 -4.34
H 5.99 -26.03 -3.51
C 11.19 -29.45 -7.81
C 10.98 -30.82 -8.49
C 9.68 -30.68 -9.25
S 8.64 -29.53 -8.32
O 7.42 -30.14 -7.86
O 8.50 -28.30 -9.10
C 9.92 -29.16 -7.03
H 11.19 -28.67 -8.58
H 11.98 -29.29 -7.13
H 10.88 -31.60 -7.72
H 11.78 -31.14 -9.17
H 9.21 -31.63 -9.47
H 9.93 -30.22 -10.23
H 9.78 -29.83 -6.18
H 9.70 -28.16 -6.75
C 14.38 -27.56 -1.01
C 14.73 -28.50 -2.25
C 15.58 -29.67 -1.82
S 16.58 -28.95 -0.41
O 17.53 -28.04 -1.00
O 17.13 -29.96 0.48
C 15.18 -27.94 0.20
H 13.31 -27.53 -0.77
H 14.69 -26.53 -1.28
H 15.37 -27.85 -2.82
H 13.79 -28.84 -2.77
H 16.22 -30.08 -2.61
H 14.95 -30.45 -1.39
H 15.54 -27.05 0.77
H 14.64 -28.68 0.86
C 14.05 -18.48 0.60
C 14.64 -19.59 1.53
C 15.11 -20.77 0.63
S 16.00 -19.77 -0.65
O 16.01 -20.51 -1.89
O 17.24 -19.22 -0.13
C 14.72 -18.40 -0.74
H 14.09 -17.53 1.16
H 13.02 -18.77 0.49
H 13.81 -19.91 2.18
H 15.48 -19.26 2.10
H 14.34 -21.32 0.09
H 15.83 -21.46 1.03
H 14.08 -18.69 -1.61
H 15.27 -17.48 -0.97
C 8.29 -25.67 -10.73
C 9.69 -26.17 -11.06
C 10.64 -25.50 -10.08
S 9.98 -23.81 -10.09
O 10.76 -23.01 -11.01
O 9.82 -23.24 -8.75
C 8.33 -24.18 -10.74
H 8.11 -26.09 -9.72
H 7.53 -26.08 -11.41
H 10.01 -25.86 -12.03
H 9.71 -27.23 -10.90
H 11.68 -25.38 -10.46
H 10.61 -25.93 -9.09
H 8.22 -23.75 -11.76
H 7.67 -23.69 -10.05
C 18.98 -25.06 -2.44
C 18.75 -23.63 -2.76
C 17.34 -23.26 -2.32
S 17.20 -24.09 -0.72
O 15.92 -24.78 -0.63
O 17.52 -23.13 0.34
C 18.59 -25.24 -0.99
H 20.00 -25.42 -2.51
H 18.37 -25.67 -3.08
H 18.92 -23.38 -3.81
H 19.38 -22.97 -2.19
H 16.60 -23.57 -3.06
H 17.25 -22.25 -1.94
H 18.27 -26.23 -0.69
H 19.39 -24.94 -0.30
C 13.75 -22.22 -7.52
C 13.58 -23.50 -8.32
C 14.08 -23.35 -9.78
S 15.69 -22.41 -9.41
O 15.93 -21.33 -10.35
O 16.71 -23.43 -9.25
C 15.14 -21.65 -7.81
H 13.58 -22.43 -6.45
H 13.06 -21.52 -7.97
H 12.52 -23.68 -8.36
H 14.09 -24.37 -7.85
H 13.42 -22.67 -10.37
H 14.41 -24.27 -10.28
H 15.24 -20.61 -8.02
H 15.83 -21.95 -6.99
O 13.78 -26.66 -9.74
C 14.79 -27.11 -10.22
O 14.72 -28.23 -10.93
C 13.42 -28.81 -11.15
C 13.49 -30.33 -11.41
C 16.16 -26.68 -10.08
H 13.01 -28.32 -12.05
H 12.79 -28.68 -10.28
H 14.29 -30.72 -10.81
H 13.76 -30.62 -12.44
H 12.63 -30.90 -11.11
H 16.51 -27.18 -9.15
H 16.31 -25.61 -9.89
H 16.74 -27.11 -10.90
O 11.08 -20.75 1.17
C 10.64 -20.89 0.05
O 9.29 -21.26 -0.12
C 8.47 -21.06 1.06
C 8.63 -22.30 1.95
C 11.32 -20.71 -1.26
H 7.45 -20.98 0.69
H 8.79 -20.11 1.54
H 9.45 -22.19 2.69
H 8.73 -23.16 1.27
H 7.75 -22.51 2.54
H 12.40 -20.94 -1.07
H 11.16 -19.69 -1.63
H 10.98 -21.48 -1.97
O 13.04 -19.62 -3.41
C 13.58 -19.54 -4.47
O 12.93 -19.76 -5.59
C 11.54 -20.08 -5.43
C 10.83 -20.21 -6.76
C 14.97 -19.16 -4.68
H 11.10 -19.25 -4.82
H 11.53 -20.98 -4.82
H 11.01 -19.36 -7.43
H 9.78 -20.29 -6.57
H 11.22 -21.10 -7.30
H 15.00 -18.08 -4.91
H 15.36 -19.62 -5.63
H 15.56 -19.46 -3.85
O 13.16 -26.69 -4.66
C 12.68 -25.76 -5.28
O 12.79 -24.47 -4.91
C 13.53 -24.27 -3.67
C 13.75 -22.79 -3.50
C 11.75 -25.90 -6.43
H 14.41 -24.92 -3.64
H 12.85 -24.77 -2.89
H 14.36 -22.50 -4.36
H 14.15 -22.52 -2.53
H 12.81 -22.23 -3.53
H 11.49 -25.02 -6.95
H 10.88 -26.38 -6.00
H 12.24 -26.47 -7.24
O 16.26 -23.64 -5.69
C 17.35 -24.14 -5.79
O 17.66 -25.40 -5.54
C 16.69 -26.36 -5.07
C 16.05 -27.16 -6.18
C 18.51 -23.43 -6.35
H 15.90 -25.81 -4.51
H 17.25 -27.02 -4.42
H 15.26 -26.57 -6.57
H 15.61 -28.03 -5.70
H 16.82 -27.41 -6.93
H 18.42 -22.37 -6.10
H 18.53 -23.61 -7.44
H 19.42 -23.87 -5.94
O 10.72 -24.25 -1.79
C 9.54 -24.30 -2.02
O 9.07 -23.90 -3.22
C 9.95 -23.18 -4.04
C 9.55 -23.17 -5.53
C 8.50 -24.83 -1.09
H 10.96 -23.53 -3.92
H 9.91 -22.12 -3.75
H 10.21 -22.47 -6.09
H 8.56 -22.73 -5.55
H 9.56 -24.18 -5.97
H 8.00 -24.03 -0.54
H 9.07 -25.39 -0.34
H 7.76 -25.47 -1.62
*
```

As for the HOMO-LUMO gap: 0.354 hartree. The LUMO energy is 0.0030 Ha. As for the highest occupied orbital energy: -9.54 eV. As for the total energy: -223107.0772 eV. The energy above the lowest of the compared OMol25 structures with the same formula, charge and spin is 1.27 kcal/mol. The value obtained for the max |F| is 2.54 eV/Å.

No. 2
A single C5H8O molecule, computed with ωB97M-V with the def2-TZVPD basis set.

ORCA input file:
```
! RIJCOSX wB97M-V def2-TZVPD def2/J DEFGRID3
* xyz 0 1
C -1.53 -0.02 1.00
C -0.68 0.06 -0.23
C 0.48 1.05 -0.33
C 1.49 -0.07 -0.34
O 0.78 -1.05 0.45
C 0.91 -1.17 -1.14
H -0.97 0.17 1.91
H -2.02 -1.00 1.07
H -2.34 0.73 0.91
H -1.23 -0.15 -1.14
H 0.54 1.70 0.54
H 0.46 1.64 -1.25
H 2.54 0.06 -0.09
H 1.65 -1.97 -1.32
*
```

As for the HOMO-LUMO gap (spin up / spin down): 0.278 / 0.278 hartree. The LUMO energy (spin up / spin down) is 0.0080 / 0.0080 Ha. As for the highest occupied orbital energy (spin up / spin down): -7.34 / -7.34 eV. As for the total energy: -7355.7073 eV. The energy above the lowest of the compared OMol25 structures with the same formula, charge and spin is 151.00 kcal/mol. The value obtained for the max |F| is 0.37 eV/Å.

No. 3
A single C3H7NOS molecule at a distorted geometry, computed with ωB97M-V with the def2-TZVPD basis set.

ORCA input file:
```
! RIJCOSX wB97M-V def2-TZVPD def2/J DEFGRID3
* xyz 0 1
C -1.79 2.01 -0.59
C -1.09 1.33 0.59
N -0.32 0.12 0.28
O -0.98 -1.06 0.31
C 0.98 0.05 -0.01
S 1.77 -1.35 -0.25
H -1.13 2.07 -1.43
H -2.10 2.99 -0.30
H -2.69 1.46 -0.88
H -0.33 2.00 1.02
H -1.78 0.98 1.33
H -0.29 -1.72 0.03
H 1.44 1.05 -0.14
*
```

As for the HOMO-LUMO gap: 0.341 hartree. The LUMO energy is 0.0273 Ha. As for the highest occupied orbital energy: -8.54 eV. As for the total energy: -17595.6135 eV. The energy above the lowest of the compared OMol25 structures with the same formula, charge and spin is 53.40 kcal/mol. As for the SMILES: CCN(O)C=S. The value obtained for the max |F| is 2.06 eV/Å.

No. 4
A single C4H8O2 molecule, computed with ωB97M-V with the def2-TZVPD basis set.

ORCA input file:
```
! RIJCOSX wB97M-V def2-TZVPD def2/J DEFGRID3
* xyz 0 1
C -1.43 0.75 0.54
C -0.05 0.32 0.98
O 0.33 -1.10 0.95
C 0.84 -0.22 -0.05
C 0.21 -0.53 -1.41
O -0.88 -1.39 -1.19
H -1.84 -0.08 -0.05
H -1.36 1.59 -0.17
H -2.09 1.03 1.36
H 0.36 0.75 1.89
H 1.92 -0.06 -0.01
H 0.93 -1.02 -2.08
H -0.12 0.40 -1.90
H -0.65 -1.75 -0.29
*
```

As for the HOMO-LUMO gap: 0.407 hartree. The LUMO energy is 0.0381 Ha. As for the highest occupied orbital energy: -10.04 eV. As for the total energy: -8370.9861 eV. The energy above the lowest of the compared OMol25 structures with the same formula, charge and spin is 52.94 kcal/mol. As for the SMILES: C[C@H]1O[C@H]1CO. The value obtained for the max |F| is 0.87 eV/Å.

No. 5
A single C6H8OS molecule at a distorted geometry, computed with ωB97M-V with the def2-TZVPD basis set.

ORCA input file:
```
! RIJCOSX wB97M-V def2-TZVPD def2/J DEFGRID3
* xyz 0 1
C -2.10 0.32 0.61
C -0.79 0.11 0.43
C -0.03 -1.18 0.69
C 1.40 -0.81 0.28
O 1.43 -0.62 -1.13
C 0.73 0.58 -1.42
C 0.19 1.12 -0.09
S 1.64 0.86 1.00
H -2.76 -0.44 0.98
H -2.56 1.28 0.42
H -0.39 -2.01 0.06
H -0.11 -1.47 1.75
H 2.19 -1.54 0.56
H -0.11 0.36 -2.14
H 1.44 1.28 -1.90
H -0.17 2.16 -0.10
*
```

As for the HOMO-LUMO gap: 0.360 hartree. The LUMO energy is 0.0307 Ha. As for the highest occupied orbital energy: -8.97 eV. As for the total energy: -19233.3842 eV. The energy above the lowest of the compared OMol25 structures with the same formula, charge and spin is 20.28 kcal/mol. As for the SMILES: C=C1C[C@H]2OC[C@@H]1S2. The value obtained for the max |F| is 1.10 eV/Å.

No. 6
A molecular structure, C37H43BN8SSbY, computed with ωB97M-V with the def2-TZVPD basis set.

ORCA input file:
```
! RIJCOSX wB97M-V def2-TZVPD def2/J DEFGRID3
* xyz 2 1
Y 0.20 -0.07 -0.01
C 1.47 1.12 -4.08
C 0.72 0.12 -3.25
C -0.62 0.32 -2.97
C -1.40 -0.67 -2.34
C -0.81 -1.86 -1.95
C 0.56 -2.05 -2.18
C 1.31 -1.08 -2.82
H 1.11 1.09 -5.11
H 2.54 0.92 -4.11
H 1.31 2.14 -3.71
H -1.11 1.24 -3.28
H -2.45 -0.50 -2.18
H -1.40 -2.64 -1.49
H 1.03 -2.98 -1.88
H 2.35 -1.26 -3.05
B -1.86 -1.31 1.71
N -1.23 -0.30 2.69
C -1.45 -0.06 3.99
C -0.47 0.80 4.46
C 0.32 1.05 3.35
N -0.13 0.39 2.28
N -0.88 -2.50 1.56
C -0.91 -3.73 2.06
C 0.28 -4.37 1.75
C 1.00 -3.42 1.04
N 0.30 -2.29 0.92
H -2.94 -1.68 2.06
H -1.91 -0.74 0.60
H -2.28 -0.53 4.50
H -0.36 1.18 5.45
H 1.20 1.67 3.28
H -1.78 -4.08 2.60
H 0.57 -5.37 2.00
H 1.99 -3.51 0.60
S -0.46 2.46 -0.73
Sb -0.54 4.13 0.88
C -1.81 3.62 2.46
C -2.78 2.64 2.25
C -3.71 2.38 3.25
C -3.67 3.10 4.44
C -2.70 4.07 4.64
C -1.77 4.34 3.65
C 1.36 4.64 1.57
C 1.81 4.31 2.85
C 3.07 4.70 3.26
C 3.88 5.44 2.41
C 3.44 5.78 1.14
C 2.18 5.39 0.71
C -1.29 5.81 -0.10
C -2.09 5.65 -1.23
C -2.63 6.78 -1.83
C -2.37 8.04 -1.31
C -1.57 8.19 -0.18
C -1.03 7.07 0.43
H -2.82 2.09 1.32
H -4.47 1.63 3.09
H -4.40 2.90 5.21
H -2.67 4.63 5.57
H -1.03 5.12 3.81
H 1.17 3.76 3.53
H 3.42 4.44 4.25
H 4.86 5.76 2.74
H 4.07 6.37 0.48
H 1.83 5.67 -0.28
H -2.29 4.67 -1.64
H -3.25 6.68 -2.71
H -2.79 8.92 -1.78
H -1.37 9.17 0.22
H -0.40 7.19 1.31
C 2.86 0.88 1.34
N 4.23 1.26 1.59
C 4.64 2.24 0.58
N 4.52 1.70 -0.77
C 3.14 1.35 -1.01
N 2.64 0.31 -0.03
C 3.56 -0.88 -0.13
N 4.94 -0.52 0.11
C 5.06 0.06 1.45
C 5.34 0.49 -0.87
H 2.22 1.77 1.43
H 2.55 0.13 2.07
H 5.68 2.52 0.77
H 4.01 3.13 0.67
H 3.04 0.93 -2.01
H 2.50 2.23 -0.92
H 3.46 -1.31 -1.12
H 3.24 -1.61 0.62
H 6.10 0.33 1.62
H 4.76 -0.68 2.19
H 5.25 0.08 -1.88
H 6.39 0.76 -0.70
*
```

As for the HOMO-LUMO gap: 0.318 hartree. The LUMO energy is -0.1940 Ha. As for the highest occupied orbital energy: -13.92 eV. As for the total energy: -70071.1018 eV. The energy above the lowest of the compared OMol25 structures with the same formula, charge and spin is 0.00 kcal/mol. The value obtained for the max |F| is 0.60 eV/Å.

Q: Which of these has the highest energy above the lowest of the compared OMol25 structures with the same formula, charge and spin?
A: C5H8O

Q: Among the records above, which one has the highest max |F|?
A: C60H120O30S9

Q: Among the records above, which one has the highest energy above the lowest of the compared OMol25 structures with the same formula, charge and spin?
A: C5H8O

Q: The lowest max |F| belongs to which entry?
A: C5H8O